The following is a DFT calculation (ωB97M-V/def2-TZVPD) of C37H64AgAs2N2PSi as an isolated structure.

XYZ file:
```
108
Properties=species:S:1:pos:R:3:lowdin_charge:R:1
Ag 0.281 -0.429 0.020 0.493
As 0.342 3.968 0.685 1.156
As -1.594 1.390 -0.586 1.109
P 2.715 0.237 0.033 1.052
Si 0.791 -3.641 -1.859 0.351
N -1.598 -2.000 0.773 0.063
N 0.003 -2.635 -0.721 -0.123
C 1.943 -4.909 -1.053 -0.175
C -1.251 3.026 -1.615 -0.435
C 2.102 0.367 2.776 -0.236
C -2.692 -2.224 1.505 -0.365
C 4.359 3.094 -2.607 -0.194
C 5.370 -2.418 -1.633 -0.199
C 5.418 -2.795 0.872 -0.177
C 4.839 -0.994 -1.465 -0.193
C -1.591 -4.306 0.126 -0.049
C 4.179 1.679 2.110 -0.198
C 3.866 0.903 4.486 -0.191
C 2.336 1.276 -2.589 -0.220
C 4.092 -2.055 0.709 -0.224
C -0.444 4.061 -1.119 -0.436
C 4.294 -0.730 -0.036 -0.413
C 4.175 2.394 -1.256 -0.188
C -3.338 1.937 0.131 -0.278
C 4.755 0.827 3.237 -0.196
C 2.007 2.558 -3.365 -0.173
C -1.035 -2.998 0.033 -0.486
C -2.720 -4.515 0.876 -0.092
C -1.607 4.282 -3.657 -0.079
C 2.802 1.147 1.648 -0.456
C -0.773 5.283 -3.188 -0.081
C -3.310 -3.460 1.575 -0.078
C -0.385 -4.578 -3.005 -0.183
C 1.796 -2.490 -2.941 -0.179
C 6.231 -2.820 -0.440 -0.186
C 1.224 5.717 0.753 -0.332
C 2.380 1.038 4.116 -0.195
C -0.210 5.173 -1.925 -0.130
C -2.178 0.181 -2.010 -0.315
C -1.843 3.166 -2.869 -0.116
C 3.037 3.672 -3.098 -0.187
C -1.228 4.499 1.739 -0.314
C -3.219 -1.057 2.297 -0.055
C 2.837 1.629 -1.183 -0.443
H 3.634 -1.895 1.686 0.090
H 5.220 -3.810 1.223 0.109
H 7.074 -2.126 -0.370 0.109
H 4.538 -3.118 -1.744 0.095
H -4.096 1.781 -0.635 0.031
H 2.084 5.736 0.083 0.015
H 5.772 1.145 3.477 0.111
H 6.003 -2.306 1.657 0.103
H 4.736 2.381 -3.347 0.114
H 0.428 5.974 -1.577 0.079
H -3.374 -1.335 3.341 0.077
H 4.882 1.742 1.279 0.080
H 2.426 -3.025 -3.657 0.037
H 5.048 -0.151 0.505 0.098
H -1.448 0.210 -2.818 0.025
H 5.947 -2.480 -2.558 0.115
H 1.015 2.907 -3.074 0.073
H -0.565 6.154 -3.797 0.106
H 0.548 6.537 0.510 0.026
H -3.593 1.367 1.018 -0.007
H 4.194 3.142 -0.457 0.108
H 1.956 2.334 -4.433 0.114
H 1.584 5.847 1.773 0.020
H 5.021 1.729 -1.070 0.089
H -2.502 -0.238 2.260 0.050
H -1.304 -4.008 -3.162 0.028
H 2.084 2.309 -0.765 0.046
H -2.481 2.382 -3.256 0.087
H -2.191 -0.823 -1.586 -0.003
H -1.897 3.652 1.870 -0.008
H -1.760 5.323 1.266 0.034
H -3.299 2.996 0.372 0.008
H 3.378 -2.660 0.145 0.085
H 1.440 -5.869 -0.912 0.020
H 4.017 0.009 5.096 0.107
H -3.146 -5.510 0.932 0.102
H 1.752 0.613 4.901 0.108
H 1.029 0.321 2.569 0.083
H 5.119 3.874 -2.519 0.110
H 4.170 1.752 5.103 0.105
H -0.667 -5.563 -2.629 0.016
H 1.129 -1.825 -3.498 0.028
H 4.834 -0.210 2.896 0.095
H -0.878 4.808 2.724 0.021
H -2.067 4.362 -4.634 0.105
H 2.267 -4.567 -0.068 0.013
H 2.442 -0.672 2.821 0.095
H 5.653 -0.291 -1.665 0.110
H -3.167 0.435 -2.392 0.024
H 2.433 -1.866 -2.317 -0.020
H 4.062 2.707 2.471 0.118
H 1.458 0.626 -2.533 0.078
H -1.125 -5.128 -0.399 0.079
H 2.835 -5.096 -1.658 0.020
H 3.098 0.707 -3.127 0.099
H 4.086 -0.800 -2.225 0.066
H -4.195 -3.602 2.181 0.097
H -4.177 -0.712 1.904 0.073
H 2.159 2.008 1.444 0.013
H 2.648 4.363 -2.341 0.095
H 2.106 2.095 4.039 0.109
H 6.664 -3.808 -0.601 0.105
H 3.191 4.269 -3.999 0.108
H 0.087 -4.723 -3.982 0.023
```

Summary:
Multiplicity: 1
Total charge: 0


The following is a DFT calculation (ωB97M-V/def2-TZVPD) of a 2-piece molecular cluster, C3H10N4 overall in a non-equilibrium geometry.

XYZ file:
```
17
Properties=species:S:1:pos:R:3:lowdin_charge:R:1
N 0.638 -2.201 -0.488 -0.021
N 2.146 -0.431 0.687 0.072
N 0.359 -0.919 -0.797 -0.039
N -1.111 0.925 0.200 -0.001
C -2.551 0.829 0.120 -0.188
C 1.212 -0.020 -0.287 -0.521
C 0.895 1.338 -0.480 0.006
H 0.819 -2.376 0.501 0.078
H 0.449 1.626 -1.419 0.061
H -2.920 1.302 -0.794 0.062
H 1.411 2.078 0.123 0.060
H 2.706 0.329 1.048 0.076
H -0.787 0.393 1.011 0.053
H -2.910 -0.213 0.161 0.077
H -0.047 -2.828 -0.889 0.078
H 2.730 -1.190 0.350 0.079
H -3.041 1.358 0.953 0.069
```

Summary:
Multiplicity: 1
Total charge: 0


The following is a DFT calculation (ωB97M-V/def2-TZVPD) of a 2-piece molecular cluster, CH8NO overall in a non-equilibrium geometry.

XYZ file:
```
11
Properties=species:S:1:pos:R:3:lowdin_charge:R:1
O -0.398 -0.643 0.856 -0.143
N -0.675 0.574 -1.513 0.306
C 0.936 -0.394 1.161 -0.162
H 1.056 0.667 1.532 0.101
H -0.841 1.559 -1.313 0.159
H -1.541 0.038 -1.609 0.155
H -0.306 0.250 -0.575 0.090
H 1.586 -0.385 0.277 0.088
H -0.276 0.341 -2.419 0.160
H 1.365 -0.950 2.032 0.113
H -0.906 -1.056 1.572 0.133
```

Summary:
Multiplicity: 1
Total charge: +1


no.,E_tot (eV)
1,-185233.154
2,-9228.385
3,-4696.913